# 1
Here is a 2-piece molecular cluster, C2H6NS overall at a distorted geometry from the Open Molecules 2025 dataset. Energies are from ωB97M-V with the def2-TZVPD basis set.

Computed properties:
Kohn-Sham gap (eV): 7.037

```
! wB97M-V def2-TZVPD RIJCOSX def2/J DEFGRID3
* xyz -1 1
S 1.359 -1.658 0.206
H 0.383 -2.592 0.245
C -1.862 0.726 0.295
C 0.174 1.381 -0.721
N -0.858 1.708 -0.061
H -1.434 -0.276 0.402
H -2.289 1.007 1.258
H -2.645 0.670 -0.476
H 1.172 1.393 -0.255
H 0.124 0.562 -1.465
*
```

natural (NBO) atomic charge list, values in e, 5 entries: number 1, S, carries -1.038; number 2, H, carries 0.087; number 3, C, carries -0.442; number 4, C, carries -0.030; number 5, N, carries -0.492

# 2
Here is a 2-piece molecular cluster, C18H24N2O4 overall at a distorted geometry from the Open Molecules 2025 dataset. Energies are from ωB97M-V with the def2-TZVPD basis set.

Computed properties:
Kohn-Sham gap (eV): 8.683

```
! wB97M-V def2-TZVPD RIJCOSX def2/J DEFGRID3
* xyz 0 1
C 6.795 0.405 2.117
C 6.185 -0.468 0.855
C 4.654 -0.371 0.643
C 3.922 -0.875 1.721
C 2.520 -0.637 1.327
C 1.984 -1.418 0.389
C 0.539 -1.041 0.335
O -0.016 -0.541 -0.611
N -0.325 -1.995 1.054
C -1.805 -1.514 1.124
C -2.644 -2.261 0.173
C -3.201 -1.054 -0.609
O -4.025 -0.833 -1.715
N -2.885 0.181 0.101
C -1.898 -0.092 0.934
O -1.373 0.895 1.849
C -3.120 1.733 -0.492
C -2.025 2.107 -1.352
C -2.306 1.627 -2.769
C -1.185 2.126 -3.502
C 0.014 2.673 -3.216
C 0.138 3.022 -1.600
C -0.962 2.605 -0.820
H -0.803 2.922 0.307
H 0.957 3.224 -1.529
H 0.658 2.998 -3.868
H -1.230 2.008 -4.788
H -3.145 1.082 -3.052
H -3.089 2.302 0.541
H -4.140 1.615 -0.889
H -3.434 -2.930 0.378
H -1.958 -2.667 -0.827
H -2.183 -1.867 2.186
O 0.164 -2.693 1.990
H 0.043 -3.639 1.734
H 1.985 -2.694 0.694
H 2.390 -1.319 -0.688
H 1.876 -0.811 2.671
H 2.265 0.349 1.402
H 4.276 -0.470 2.904
H 4.088 -1.789 1.929
H 4.679 0.830 0.827
H 4.675 -0.756 -0.252
H 6.616 -1.434 1.063
H 6.955 -0.326 0.016
H 6.504 1.460 1.814
H 7.886 0.358 2.092
H 6.333 0.191 2.917
*
```

natural (NBO) atomic charge list, values in e, 5 entries: number 1, C, carries -0.581; number 2, C, carries -0.387; number 3, C, carries -0.434; number 4, C, carries -0.375; number 5, C, carries -0.351

# 3
Here is a 11-piece molecular cluster, C22H44Cl22 overall at a distorted geometry from the Open Molecules 2025 dataset. Energies are from ωB97M-V with the def2-TZVPD basis set.

Computed properties:
Kohn-Sham gap (alpha / beta) (eV): 1.702 / 9.908

```
! wB97M-V def2-TZVPD RIJCOSX def2/J DEFGRID3
* xyz -1 2
Cl -3.914 -0.736 1.950
C -4.855 0.645 1.371
C -6.380 0.294 1.358
Cl -6.803 -1.044 0.288
H -4.529 0.978 0.385
H -4.705 1.554 1.952
H -6.991 1.132 1.024
H -6.754 0.157 2.372
Cl 3.391 -2.336 6.644
C 3.158 -1.347 5.189
C 1.809 -1.476 4.551
Cl 1.818 -3.028 3.622
H 3.947 -1.584 4.475
H 3.338 -0.313 5.484
H 1.561 -0.695 3.832
H 0.920 -1.462 5.181
Cl -4.366 4.943 -4.240
C -3.511 4.360 -2.838
C -4.311 3.355 -2.032
Cl -4.461 1.862 -2.925
H -3.324 5.237 -2.218
H -2.552 3.946 -3.149
H -5.330 3.729 -1.936
H -3.895 3.179 -1.040
Cl -1.094 1.866 -4.913
C -1.487 0.140 -4.830
C -0.185 -0.733 -4.996
Cl 0.939 -0.632 -3.634
H -2.191 0.019 -5.654
H -1.975 -0.101 -3.886
H 0.371 -0.377 -5.864
H -0.353 -1.801 -5.140
Cl 3.569 -1.741 -1.788
C 3.839 -2.140 -0.083
C 5.166 -2.824 0.150
Cl 6.573 -1.839 -0.456
H 3.046 -2.772 0.316
H 3.886 -1.223 0.504
H 5.208 -3.813 -0.308
H 5.332 -2.996 1.213
Cl -4.605 -1.391 -4.570
C -5.459 -1.692 -2.999
C -4.701 -2.706 -2.141
Cl -3.169 -1.987 -1.578
H -6.518 -1.886 -3.167
H -5.461 -0.749 -2.453
H -4.432 -3.564 -2.758
H -5.287 -3.005 -1.273
Cl -1.796 1.678 -0.347
C -0.468 0.667 -0.927
C 0.715 0.706 0.020
Cl 0.538 -0.261 1.497
H -0.290 0.987 -1.954
H -0.825 -0.354 -1.064
H 1.029 1.717 0.280
H 1.546 0.295 -0.552
Cl 1.002 2.635 4.171
C -0.770 2.888 4.394
C -1.545 1.793 3.614
Cl -1.521 0.206 4.374
H -0.987 3.790 3.822
H -0.934 3.024 5.464
H -1.294 1.701 2.558
H -2.586 2.115 3.612
Cl 0.223 -3.925 -0.078
C -0.955 -3.293 1.063
C -1.990 -4.416 1.402
Cl -1.306 -5.660 2.486
H -1.469 -2.400 0.707
H -0.341 -2.983 1.908
H -2.477 -4.908 0.560
H -2.795 -3.895 1.921
Cl 6.508 2.185 -4.124
C 5.868 1.173 -2.807
C 4.295 1.437 -2.539
Cl 4.197 3.104 -1.892
H 6.449 1.461 -1.931
H 6.109 0.134 -3.032
H 3.868 0.806 -1.759
H 3.718 1.301 -3.453
Cl 5.708 -0.186 2.774
C 5.981 1.058 1.517
C 5.150 2.285 1.733
Cl 3.462 1.930 1.425
H 5.942 0.665 0.501
H 6.969 1.497 1.647
H 5.564 3.150 1.215
H 5.236 2.487 2.801
*
```

Löwdin atomic charge list, values in e, 5 entries: number 1, Cl, carries 0.484; number 2, C, carries -0.690; number 3, C, carries -0.690; number 4, Cl, carries 0.531; number 5, H, carries 0.015

# 4
Here is a 2-piece molecular cluster, C2H6N2 overall at a distorted geometry from the Open Molecules 2025 dataset. Energies are from ωB97M-V with the def2-TZVPD basis set.

Computed properties:
Kohn-Sham gap (eV): 10.540

```
! wB97M-V def2-TZVPD RIJCOSX def2/J DEFGRID3
* xyz 0 1
C -0.475 2.824 -1.172
N -0.306 1.920 -2.117
H -1.512 3.090 -0.882
H 0.357 3.389 -0.829
H 0.445 2.203 -2.771
C 0.488 -2.924 1.153
N -0.275 -2.058 1.756
H 0.370 -2.998 0.145
H 0.963 -3.520 1.929
H -0.053 -1.927 2.786
*
```

natural (NBO) atomic charge list, values in e, 5 entries: number 1, C, carries -0.038; number 2, N, carries -0.626; number 3, H, carries 0.175; number 4, H, carries 0.146; number 5, H, carries 0.343

# 5
Here is C22H24N6OReS3 as an isolated structure at a distorted geometry from the Open Molecules 2025 dataset. Energies are from ωB97M-V with the def2-TZVPD basis set.

Computed properties:
Kohn-Sham gap (alpha / beta) (eV): 4.996 / 5.254

```
! wB97M-V def2-TZVPD RIJCOSX def2/J DEFGRID3
* xyz 2 2
Re -1.867 -1.332 -0.967
C -0.591 -1.032 3.237
C -0.694 -1.118 1.756
N -1.844 -1.310 1.140
N -2.950 -1.442 1.851
C -4.066 -1.690 1.213
N -5.208 -1.791 1.875
S -4.112 -1.953 -0.532
C 0.447 -0.923 0.884
C 1.742 -0.659 1.339
C 2.763 -0.454 0.430
C 2.471 -0.494 -0.931
C 1.170 -0.748 -1.322
N 0.187 -0.989 -0.452
H -1.555 -1.255 3.684
H -0.291 -0.027 3.533
H 0.151 -1.723 3.631
H -5.219 -1.665 2.876
H -6.075 -1.971 1.394
H 1.940 -0.614 2.396
H 3.771 -0.261 0.763
H 3.232 -0.332 -1.677
H 0.887 -0.730 -2.367
C 3.202 5.390 4.002
C 2.185 4.827 3.089
O 1.950 3.681 2.853
S 1.268 6.139 2.172
C 0.149 5.074 1.312
C 0.221 4.950 -0.075
C -0.458 3.927 -0.695
C -1.243 3.045 0.063
C -1.431 3.278 1.436
C -0.715 4.271 2.057
C -1.699 1.833 -0.464
C -1.913 0.671 -0.776
H 3.496 4.634 4.728
H 2.843 6.285 4.505
H 4.087 5.659 3.423
H 0.851 5.619 -0.640
H -0.374 3.775 -1.758
H -2.103 2.638 1.988
H -0.806 4.426 3.121
C 0.170 -3.992 -1.616
N 0.304 -3.638 -2.999
C 1.329 -4.287 -3.812
C 0.968 -3.869 -5.248
N -0.100 -2.909 -5.028
C -0.482 -2.862 -3.753
S -1.827 -1.910 -3.303
H 0.149 -5.080 -1.516
H -0.768 -3.591 -1.211
H 1.016 -3.616 -1.033
H 1.296 -5.371 -3.670
H 2.319 -3.932 -3.504
H 0.607 -4.710 -5.849
H 1.799 -3.402 -5.777
H -0.580 -2.438 -5.777
*
```

natural (NBO) atomic charge list, values in e, 5 entries: number 1, Re, carries 0.823; number 2, C, carries -0.695; number 3, C, carries 0.294; number 4, N, carries -0.240; number 5, N, carries -0.393

# 6
Here is a 2-piece molecular cluster, C4H6N3 overall at a distorted geometry from the Open Molecules 2025 dataset. Energies are from ωB97M-V with the def2-TZVPD basis set.

Computed properties:
Kohn-Sham gap (alpha / beta) (eV): 5.944 / 7.637

```
! wB97M-V def2-TZVPD RIJCOSX def2/J DEFGRID3
* xyz 1 1
C -2.199 -1.032 -0.681
C -1.636 0.183 -0.968
C 1.959 0.752 -0.213
C 1.860 -0.438 0.767
N -2.395 -0.476 0.476
N 1.022 -0.247 -0.403
N -2.336 0.852 -0.018
H -2.409 -2.080 -0.865
H 1.398 1.635 -0.150
H 2.869 0.835 -0.705
H 2.581 -1.222 0.693
H 1.271 -0.458 1.660
H -1.986 1.697 0.406
*
```

natural (NBO) atomic charge list, values in e, 5 entries: number 1, C, carries -0.074; number 2, C, carries 0.584; number 3, C, carries -0.301; number 4, C, carries -0.304; number 5, N, carries 0.062

# 7
Here is a 2-piece molecular cluster, C2HClO4 overall at a distorted geometry from the Open Molecules 2025 dataset. Energies are from ωB97M-V with the def2-TZVPD basis set.

Computed properties:
Kohn-Sham gap (eV): 11.274

```
! wB97M-V def2-TZVPD RIJCOSX def2/J DEFGRID3
* xyz 0 1
C -1.156 1.464 -0.821
C 0.716 -1.147 0.243
O -1.379 1.609 -1.911
O -0.957 1.238 0.305
O 0.468 -2.071 -0.492
O 0.109 -0.890 1.344
Cl 2.240 -0.250 -0.045
H -0.041 0.048 1.378
*
```

natural (NBO) atomic charge list, values in e, 5 entries: number 1, C, carries 1.049; number 2, C, carries 0.749; number 3, O, carries -0.455; number 4, O, carries -0.584; number 5, O, carries -0.522

# 8
Here is a 21-piece molecular cluster, C70H161Cl28N7 overall at a distorted geometry from the Open Molecules 2025 dataset. Energies are from ωB97M-V with the def2-TZVPD basis set.

Computed properties:
Kohn-Sham gap (eV): 8.439

```
! wB97M-V def2-TZVPD RIJCOSX def2/J DEFGRID3
* xyz 0 1
Cl -4.797 2.398 -0.268
C -6.428 1.745 -0.068
C -6.810 0.709 -1.120
Cl -5.532 -0.542 -1.004
H -7.207 2.516 -0.239
H -6.539 1.258 0.913
H -6.753 1.077 -2.171
H -7.716 0.178 -0.782
Cl 4.701 -4.618 -4.035
C 3.371 -4.108 -5.148
C 3.891 -3.643 -6.482
Cl 4.409 -5.056 -7.457
H 2.650 -3.430 -4.612
H 2.806 -5.043 -5.434
H 4.722 -2.980 -6.416
H 3.120 -3.113 -6.977
Cl -6.792 3.968 5.073
C -6.693 2.220 5.357
C -5.251 1.721 5.774
Cl -4.223 1.744 4.338
H -7.073 1.700 4.481
H -7.403 2.099 6.148
H -5.261 0.773 6.258
H -4.891 2.428 6.527
Cl 8.167 0.127 6.049
C 6.748 0.483 5.106
C 6.894 0.263 3.652
Cl 8.131 1.345 2.855
H 6.454 1.581 5.355
H 6.037 -0.278 5.473
H 5.983 0.487 3.072
H 7.221 -0.736 3.372
Cl 3.594 -2.747 2.927
C 1.952 -2.193 3.536
C 1.920 -1.601 4.958
Cl 2.754 -0.035 5.217
H 1.229 -3.058 3.528
H 1.680 -1.507 2.753
H 2.369 -2.279 5.661
H 0.924 -1.299 5.167
Cl -4.936 -3.150 6.973
C -3.719 -3.977 6.011
C -2.449 -3.134 5.777
Cl -2.730 -1.598 4.880
H -4.222 -4.294 5.123
H -3.377 -4.819 6.635
H -1.724 -3.652 5.221
H -2.033 -2.820 6.697
Cl -1.180 4.434 1.008
C -1.738 5.187 2.556
C -3.196 5.392 2.552
Cl -3.727 6.119 4.198
H -1.221 6.150 2.675
H -1.490 4.543 3.371
H -3.754 4.479 2.478
H -3.596 6.080 1.832
Cl -2.522 -6.436 4.255
C -1.154 -7.595 3.904
C -0.252 -7.696 5.138
Cl 0.459 -6.095 5.665
H -0.584 -7.314 2.971
H -1.508 -8.601 3.657
H 0.566 -8.332 4.798
H -0.681 -8.242 5.943
Cl 0.858 -8.805 -2.004
C -0.332 -7.992 -1.024
C -0.769 -8.918 0.093
Cl -2.260 -8.233 0.834
H -1.105 -7.694 -1.670
H 0.079 -7.070 -0.592
H -0.012 -9.082 0.886
H -1.063 -9.911 -0.294
Cl -0.073 -2.160 -6.556
C -1.729 -2.289 -5.953
C -1.822 -1.557 -4.613
Cl -0.704 -2.131 -3.330
H -2.043 -3.354 -5.933
H -2.430 -1.806 -6.655
H -2.815 -1.567 -4.169
H -1.577 -0.475 -4.652
Cl 1.788 -6.134 1.558
C 3.061 -6.190 0.186
C 2.945 -4.938 -0.617
Cl 1.506 -5.050 -1.637
H 2.934 -7.067 -0.397
H 3.999 -6.314 0.713
H 3.833 -4.975 -1.236
H 2.940 -4.116 0.029
Cl 2.057 7.129 -1.934
C 1.921 5.867 -0.623
C 1.748 4.510 -1.283
Cl 0.162 4.180 -2.093
H 1.107 6.132 0.039
H 2.816 5.884 -0.073
H 1.783 3.815 -0.488
H 2.596 4.389 -1.998
Cl -5.691 -2.725 -4.306
C -5.617 -3.792 -2.835
C -4.236 -4.344 -2.648
Cl -4.143 -4.799 -0.957
H -6.410 -4.549 -2.980
H -5.864 -3.122 -1.986
H -3.486 -3.545 -2.815
H -4.088 -5.273 -3.201
Cl -6.084 -4.221 2.659
C -5.211 -2.711 2.223
C -5.769 -1.522 2.916
Cl -7.342 -0.948 2.252
H -5.202 -2.654 1.129
H -4.188 -2.897 2.450
H -5.014 -0.679 2.914
H -5.989 -1.722 3.950
C 7.290 -4.167 1.990
C 6.079 -4.280 1.094
N 6.239 -4.887 -0.247
C 6.923 -6.143 -0.177
C 6.503 -7.079 -1.342
C 6.898 -3.986 -1.245
C 6.100 -2.743 -1.423
H 8.105 -3.568 1.635
H 7.692 -5.166 2.090
H 7.091 -3.837 3.034
H 5.305 -4.833 1.618
H 5.653 -3.269 0.943
H 7.998 -5.939 -0.199
H 6.680 -6.765 0.710
H 6.338 -6.455 -2.205
H 7.124 -7.964 -1.510
H 5.514 -7.537 -1.029
H 6.985 -4.533 -2.139
H 7.913 -3.704 -0.881
H 5.059 -3.012 -1.713
H 6.504 -2.109 -2.247
H 6.096 -2.140 -0.537
C -2.649 6.236 -5.740
C -3.846 6.930 -5.213
N -3.541 7.525 -3.879
C -4.268 8.751 -3.612
C -5.780 8.699 -3.603
C -3.722 6.562 -2.791
C -2.743 6.738 -1.618
H -1.788 6.909 -5.826
H -2.800 5.763 -6.732
H -2.313 5.413 -5.124
H -4.014 7.811 -5.846
H -4.781 6.380 -5.144
H -3.991 9.055 -2.601
H -3.893 9.556 -4.254
H -6.355 8.711 -4.543
H -6.068 7.776 -3.061
H -6.213 9.538 -2.974
H -3.398 5.616 -3.209
H -4.773 6.507 -2.504
H -1.789 7.023 -2.018
H -2.604 5.850 -0.976
H -2.941 7.523 -0.920
C -2.167 4.084 6.906
C -1.035 3.595 7.668
N -0.205 2.493 7.080
C 0.473 2.850 5.840
C 1.725 3.721 6.129
C -0.845 1.187 6.954
C -1.576 0.810 8.234
H -2.833 3.272 6.578
H -1.915 4.647 6.044
H -2.757 4.739 7.541
H -0.305 4.339 7.978
H -1.377 3.166 8.636
H 0.847 2.012 5.284
H -0.272 3.356 5.204
H 2.476 3.167 6.610
H 2.040 4.109 5.146
H 1.556 4.623 6.720
H -0.018 0.462 6.717
H -1.516 1.091 5.983
H -2.020 -0.241 8.104
H -2.394 1.577 8.280
H -0.945 0.743 9.124
C 2.248 2.152 2.354
C 3.144 1.608 1.243
N 4.013 2.557 0.546
C 4.537 1.956 -0.694
C 5.442 0.710 -0.494
C 5.034 3.183 1.359
C 5.008 4.657 1.158
H 2.785 2.667 3.123
H 1.649 1.361 2.791
H 1.608 2.974 1.981
H 3.746 0.756 1.626
H 2.506 1.073 0.545
H 5.084 2.790 -1.180
H 3.710 1.636 -1.287
H 4.940 -0.053 0.146
H 6.373 0.985 -0.018
H 5.635 0.266 -1.452
H 4.933 3.036 2.444
H 6.044 2.772 1.176
H 5.951 5.099 1.556
H 5.008 4.964 0.094
H 4.149 5.081 1.711
C -0.982 0.556 2.310
C -1.505 -0.558 1.402
N -0.489 -1.496 0.923
C 0.255 -0.762 -0.147
C 1.442 -1.554 -0.608
C -1.116 -2.742 0.521
C -1.330 -3.739 1.605
H -0.634 0.245 3.261
H -1.786 1.329 2.499
H -0.188 1.232 1.969
H -2.215 -1.107 2.006
H -2.012 -0.042 0.586
H -0.378 -0.341 -0.945
H 0.719 0.096 0.396
H 2.060 -1.950 0.244
H 1.145 -2.306 -1.364
H 2.046 -0.770 -1.132
H -0.416 -3.124 -0.217
H -2.098 -2.532 0.025
H -0.467 -4.060 2.165
H -1.858 -4.674 1.259
H -2.066 -3.323 2.333
C -2.408 1.408 -2.172
C -2.784 2.327 -3.309
N -3.363 1.647 -4.458
C -4.775 1.264 -4.178
C -5.465 0.406 -5.270
C -3.279 2.439 -5.711
C -1.864 2.669 -6.159
H -2.045 2.033 -1.370
H -1.556 0.759 -2.387
H -3.171 0.812 -1.824
H -3.485 3.101 -2.928
H -1.853 2.787 -3.650
H -4.817 0.635 -3.200
H -5.303 2.252 -3.927
H -4.807 -0.343 -5.685
H -6.292 -0.017 -4.747
H -5.849 1.037 -6.119
H -3.785 3.414 -5.601
H -3.765 1.911 -6.572
H -1.462 1.812 -6.720
H -1.072 2.863 -5.395
H -1.783 3.518 -6.880
C 1.277 0.729 -3.659
C 2.494 1.571 -4.180
N 2.984 1.196 -5.529
C 2.241 1.584 -6.692
C 2.128 3.080 -6.829
C 3.340 -0.210 -5.563
C 4.451 -0.603 -4.571
H 0.832 1.156 -2.735
H 1.567 -0.278 -3.492
H 0.473 0.716 -4.416
H 2.222 2.597 -4.182
H 3.325 1.489 -3.506
H 2.696 1.178 -7.587
H 1.192 1.117 -6.756
H 1.582 3.318 -7.749
H 1.602 3.572 -6.061
H 3.110 3.507 -6.902
H 3.790 -0.322 -6.592
H 2.513 -0.896 -5.435
H 4.757 -1.645 -4.669
H 3.992 -0.611 -3.538
H 5.325 0.100 -4.635
*
```

Löwdin atomic charge list, values in e, 5 entries: number 1, Cl, carries 0.614; number 2, C, carries -0.677; number 3, C, carries -0.578; number 4, Cl, carries 0.579; number 5, H, carries 0.089